Entry 1:
Computed, not measured: a cluster of 6 separate species, C53H58BFN4O25P2 in total in a non-equilibrium geometry, with ωB97M-V/def2-TZVPD.

Positions of all 144 atoms, in Å:
C -2.108 -5.067 1.678
C -2.711 -5.853 0.375
N -1.704 -6.539 -0.505
C -0.532 -5.678 -0.895
C 0.866 -5.680 0.024
C 0.889 -6.621 1.361
C 2.093 -7.726 1.440
P 3.199 -7.574 3.023
O 4.605 -6.897 2.753
O 2.433 -6.750 4.348
C 2.707 -5.306 4.356
C 4.051 -4.848 5.171
O 3.563 -9.233 3.540
C 3.588 -9.327 5.008
C 4.773 -8.468 5.744
C 2.077 -4.682 -0.494
B 3.525 -4.607 0.352
N 3.869 -3.538 1.372
O 4.505 -5.686 -0.029
C 1.953 -3.703 -1.846
N 3.144 -2.828 -2.132
C 2.860 -1.976 -3.332
P 4.255 -0.717 -3.839
C 3.664 1.096 -3.437
C 5.675 -0.988 -2.532
C 1.494 -1.985 -4.207
C 1.361 -0.943 -5.486
C 2.453 -1.692 -6.682
C 3.644 -0.604 -7.326
O 2.326 -1.152 -8.143
N 0.330 -2.887 -3.927
C 0.571 -3.738 -2.709
C -0.694 -4.743 -2.274
C -2.081 -4.752 -3.204
C -2.596 -6.259 -3.602
F -3.114 -3.943 -2.454
H -2.980 -4.575 2.304
H -1.548 -5.794 2.432
H -1.351 -4.203 1.361
H -3.456 -6.689 0.789
H -3.417 -5.079 -0.186
H -1.441 -7.496 -0.189
H -0.127 -7.228 1.525
H 0.930 -5.874 2.291
H 2.785 -7.645 0.498
H 1.665 -8.839 1.477
H 1.785 -4.796 4.918
H 2.647 -4.934 3.248
H 3.735 -4.230 6.125
H 4.616 -4.067 4.467
H 4.825 -5.700 5.383
H 3.805 -10.474 5.261
H 2.504 -9.120 5.442
H 5.537 -7.952 5.018
H 5.348 -9.064 6.600
H 4.226 -7.576 6.318
H 4.903 -3.683 1.572
H 3.842 -2.633 0.826
H 5.442 -5.394 0.181
H 4.631 1.763 -3.230
H 3.025 1.106 -2.437
H 3.118 1.603 -4.347
H 6.318 -0.003 -2.404
H 5.237 -1.299 -1.473
H 6.384 -1.873 -2.857
H 0.301 -0.930 -5.982
H 1.803 0.118 -5.272
H 2.798 -2.882 -6.485
H 4.631 -1.183 -7.576
H 3.558 0.545 -7.114
H -1.941 -4.175 -4.230
H -1.867 -7.105 -3.240
H -2.816 -6.291 -4.770
H -3.669 -6.382 -3.091
C 4.448 6.550 -2.055
C 5.249 5.547 -2.420
C 5.334 4.294 -1.620
O 6.065 3.383 -1.991
C 4.527 4.204 -0.393
C 3.729 5.208 -0.026
C 3.623 6.449 -0.841
O 2.866 7.347 -0.487
O 2.970 5.130 1.127
O 6.029 5.636 -3.558
H 4.374 7.465 -2.628
H 4.612 3.295 0.188
H 2.477 5.979 1.173
H 6.517 4.785 -3.607
C 1.886 6.462 5.706
C 1.214 5.913 6.721
C 1.049 4.437 6.831
O 0.442 3.961 7.784
C 1.627 3.598 5.769
C 2.296 4.147 4.754
C 2.484 5.621 4.658
O 3.119 6.095 3.723
O 2.839 3.365 3.751
O 0.646 6.698 7.708
H 2.015 7.533 5.615
H 1.484 2.528 5.852
H 3.272 3.994 3.135
H 0.218 6.067 8.328
C -6.423 0.263 0.043
C -6.687 0.209 -1.264
C -6.086 -0.841 -2.132
O -6.361 -0.876 -3.326
C -5.166 -1.806 -1.509
C -4.899 -1.750 -0.203
C -5.522 -0.717 0.670
O -5.272 -0.702 1.870
O -4.033 -2.652 0.388
O -7.531 1.128 -1.860
H -6.855 1.019 0.687
H -4.721 -2.552 -2.155
H -4.007 -2.404 1.338
H -7.562 0.877 -2.808
C -9.181 5.205 -5.321
C -9.214 4.159 -4.492
C -9.321 2.766 -5.008
O -9.331 1.825 -4.223
C -9.417 2.576 -6.464
C -9.387 3.622 -7.292
C -9.253 5.012 -6.777
O -9.209 5.952 -7.564
O -9.480 3.451 -8.661
O -9.150 4.332 -3.122
H -9.101 6.222 -4.959
H -9.512 1.560 -6.825
H -9.433 4.355 -9.041
H -9.191 3.427 -2.742
C -1.241 11.357 3.092
C -0.440 10.355 2.726
C -0.354 9.102 3.527
O 0.376 8.190 3.155
C -1.161 9.011 4.753
C -1.960 10.015 5.121
C -2.066 11.256 4.306
O -2.822 12.155 4.659
O -2.719 9.938 6.274
O 0.340 10.443 1.588
H -1.315 12.273 2.519
H -1.076 8.102 5.335
H -3.211 10.786 6.320
H 0.828 9.592 1.539

As for the relative energy (zero: lowest compared OMol25 entry of this formula, charge and spin): 494.7 kcal/mol. Its structure (SMILES) is CCNc1c(CCP(=O)(OCC)OCC)c(B(N)O)c2nc(P(C)C)c(C[C@@H]3CO3)nc2c1[C@@H](C)F.O=C1C=C(O)C(=O)C=C1O.O=C1C=C(O)C(=O)C=C1O.O=C1C=C(O)C(=O)C=C1O.O=C1C=C(O)C(=O)C=C1O.O=C1C=C(O)C(=O)C=C1O. The multiplicity is 1. The gap between HOMO and LUMO comes out at 0.2227 Eh. Its charge is 0. The LUMO energy comes out at -2.00 eV.

Atomic partial charges in e from the Mulliken method, atoms 1 to 4: number 1, C, carries -0.670; number 2, C, carries -0.369; number 3, N, carries 0.028; number 4, C, carries -0.834

Entry 2:
Computed, not measured: a structure of composition C53H58ClF13NbO3P2 in a non-equilibrium geometry, with ωB97M-V/def2-TZVPD.

Positions of all 131 atoms, in Å:
O 10.517 -0.766 -2.679
P 10.298 -0.758 -4.137
O 11.768 -0.886 -4.851
O 9.725 0.683 -4.568
P 9.034 -2.376 -4.813
Nb 6.629 -1.872 -4.039
C 7.386 -2.243 -1.896
C 6.778 -1.120 -1.008
C 7.912 -0.192 -0.530
Cl 7.273 0.868 0.790
C 5.919 -4.047 -4.079
C 4.473 -4.332 -4.579
C 3.360 -3.966 -3.592
F 3.849 -3.487 -2.457
F 2.665 -5.093 -3.272
C 2.334 -3.009 -4.253
F 2.979 -1.963 -4.749
F 1.841 -3.668 -5.305
C 1.137 -2.582 -3.342
F 1.240 -3.075 -2.122
F 0.024 -3.119 -3.838
C 0.975 -1.050 -3.174
F 0.066 -0.866 -2.209
F 2.082 -0.537 -2.708
C 0.555 -0.277 -4.469
F 1.542 0.565 -4.762
F 0.398 -1.050 -5.527
C -0.691 0.624 -4.289
F -1.767 -0.029 -3.946
F -0.453 1.620 -3.502
F -0.933 1.158 -5.481
H 12.319 -1.283 -4.160
H 10.169 1.361 -4.038
H 9.127 -2.247 -6.226
H 7.093 -0.099 -3.910
H 6.026 -1.658 -5.760
H 5.048 -1.320 -3.313
H 7.001 -3.200 -1.534
H 8.477 -2.280 -1.834
H 6.211 -1.516 -0.165
H 6.092 -0.472 -1.554
H 8.748 -0.802 -0.207
H 8.168 0.446 -1.368
H 6.100 -4.550 -3.129
H 6.583 -4.552 -4.796
H 4.388 -5.415 -4.719
H 4.352 -3.896 -5.567
C -3.647 -0.206 -0.204
C -2.723 0.436 -1.018
C -1.898 1.419 -0.488
C -1.989 1.752 0.855
C -2.910 1.107 1.670
C -3.743 0.131 1.139
H -4.293 -0.971 -0.618
H -2.646 0.171 -2.062
H -1.181 1.924 -1.122
H -1.340 2.515 1.267
H -2.978 1.366 2.719
H -4.465 -0.369 1.773
C -2.297 4.297 7.118
C -2.323 4.396 5.733
C -2.513 3.260 4.959
C -2.687 2.026 5.570
C -2.664 1.927 6.955
C -2.466 3.062 7.728
H -2.146 5.183 7.722
H -2.193 5.360 5.256
H -2.526 3.337 3.879
H -2.839 1.139 4.968
H -2.801 0.964 7.431
H -2.443 2.984 8.808
C -6.087 -5.862 -0.238
C -5.164 -5.218 -1.051
C -4.340 -4.234 -0.522
C -4.433 -3.901 0.823
C -5.353 -4.547 1.636
C -6.183 -5.525 1.105
H -6.732 -6.628 -0.652
H -5.087 -5.483 -2.098
H -3.624 -3.728 -1.157
H -3.786 -3.136 1.236
H -5.425 -4.288 2.686
H -6.905 -6.025 1.739
C -8.767 -8.034 2.799
C -10.102 -8.195 2.455
C -11.094 -7.958 3.396
C -10.752 -7.551 4.678
C -9.417 -7.386 5.021
C -8.424 -7.632 4.083
H -7.992 -8.222 2.066
H -10.369 -8.507 1.453
H -12.135 -8.090 3.130
H -11.526 -7.362 5.411
H -9.150 -7.067 6.021
H -7.382 -7.508 4.351
C 3.280 2.606 2.730
C 1.942 2.453 2.393
C 0.955 2.700 3.337
C 1.303 3.111 4.617
C 2.641 3.268 4.953
C 3.629 3.011 4.011
H 4.050 2.409 1.995
H 1.669 2.138 1.393
H -0.088 2.574 3.076
H 0.531 3.308 5.352
H 2.914 3.589 5.951
H 4.673 3.128 4.275
C -2.811 10.588 8.133
C -2.074 10.558 9.310
C -1.384 9.409 9.669
C -1.424 8.291 8.846
C -2.158 8.322 7.669
C -2.854 9.469 7.314
H -3.351 11.484 7.855
H -2.038 11.433 9.948
H -0.815 9.384 10.589
H -0.882 7.396 9.124
H -2.187 7.451 7.026
H -3.431 9.490 6.397
C 0.625 2.308 -8.173
C -0.553 2.903 -8.603
C -0.592 3.568 -9.821
C 0.547 3.630 -10.613
C 1.724 3.033 -10.185
C 1.765 2.375 -8.963
H 0.656 1.792 -7.223
H -1.442 2.848 -7.987
H -1.510 4.037 -10.153
H 0.516 4.146 -11.565
H 2.612 3.080 -10.803
H 2.684 1.913 -8.626

The multiplicity is 1. The gap between HOMO and LUMO comes out at 0.2552 Eh. Its charge is -1. The LUMO energy comes out at 1.79 eV.

Atomic partial charges in e from the Mulliken method, atoms 1 to 4: number 1, O, carries -0.656; number 2, P, carries 0.869; number 3, O, carries -0.500; number 4, O, carries -0.449

Entry 3:
Computed, not measured: a structure of composition C53H59ClNOP3SSi2Tl in a non-equilibrium geometry, with ωB97M-V/def2-TZVPD.

Positions of all 122 atoms, in Å:
Tl -0.377 -0.203 -0.097
Cl 2.246 -0.204 2.999
C 1.468 0.259 4.487
C 2.301 0.420 5.588
C 1.754 0.709 6.824
C 0.376 0.822 6.958
C -0.438 0.668 5.849
C 0.082 0.397 4.577
P -1.063 0.214 3.115
C -1.875 -1.344 3.646
C -1.328 -2.507 3.104
C -1.769 -3.759 3.521
C -2.786 -3.859 4.458
C -3.352 -2.705 4.989
C -2.894 -1.455 4.595
C -2.271 1.531 3.508
C -1.835 2.766 3.986
C -2.746 3.767 4.297
C -4.108 3.546 4.134
C -4.547 2.333 3.625
C -3.634 1.339 3.291
H 3.370 0.306 5.465
H 2.402 0.838 7.683
H -0.065 1.032 7.926
H -1.510 0.776 5.967
H -0.542 -2.436 2.354
H -1.320 -4.653 3.104
H -3.141 -4.833 4.774
H -4.150 -2.779 5.718
H -3.350 -0.567 5.015
H -0.777 2.944 4.143
H -2.392 4.719 4.674
H -4.821 4.320 4.396
H -5.608 2.152 3.484
H -3.991 0.402 2.880
C 3.893 -0.408 -2.972
N 2.669 -0.555 -2.156
P 2.666 -1.698 -0.829
C 3.840 -2.943 -1.517
C 3.324 -3.886 -2.407
C 4.155 -4.801 -3.037
C 5.521 -4.790 -2.776
C 6.044 -3.861 -1.888
C 5.208 -2.941 -1.261
C 3.614 -0.797 0.444
C 4.140 -1.480 1.550
C 4.919 -0.811 2.485
C 5.189 0.543 2.329
C 4.669 1.230 1.240
C 3.888 0.561 0.304
P 1.150 -0.165 -2.847
C 1.234 -0.944 -4.511
C 0.779 -2.262 -4.608
C 0.805 -2.940 -5.822
C 1.277 -2.298 -6.961
C 1.726 -0.985 -6.879
C 1.701 -0.311 -5.663
C 1.301 1.602 -3.276
C 2.265 2.442 -2.736
C 2.267 3.803 -3.029
C 1.307 4.331 -3.876
C 0.330 3.500 -4.417
C 0.314 2.151 -4.101
H 4.778 -0.381 -2.335
H 3.848 0.533 -3.525
H 4.006 -1.223 -3.689
H 2.257 -3.916 -2.600
H 3.735 -5.526 -3.726
H 6.174 -5.504 -3.263
H 7.107 -3.846 -1.680
H 5.637 -2.217 -0.577
H 3.934 -2.535 1.670
H 5.307 -1.349 3.343
H 5.807 1.061 3.053
H 4.870 2.287 1.115
H 3.452 1.103 -0.525
H 0.389 -2.759 -3.723
H 0.443 -3.961 -5.881
H 1.286 -2.816 -7.912
H 2.098 -0.483 -7.765
H 2.053 0.713 -5.611
H 3.025 2.036 -2.081
H 3.024 4.447 -2.596
H 1.313 5.390 -4.112
H -0.427 3.908 -5.075
H -0.461 1.512 -4.513
S 0.555 -3.944 -0.201
C 1.667 -2.870 0.167
O 1.416 1.988 0.421
H 1.926 1.762 1.210
H 0.690 2.565 0.700
C -4.532 -2.591 -2.214
Si -3.426 -2.408 -0.719
C -3.131 -4.107 -0.016
C -4.299 -1.298 0.497
C -1.837 -1.647 -1.282
H -5.444 -3.145 -1.958
H -4.019 -3.132 -3.018
H -4.827 -1.608 -2.603
H -4.074 -4.661 0.073
H -2.669 -4.056 0.976
H -2.460 -4.677 -0.672
H -5.365 -1.545 0.588
H -4.211 -0.254 0.160
H -3.845 -1.379 1.493
H -2.003 -0.814 -1.973
H -1.124 -2.351 -1.714
C -5.009 3.936 -0.604
Si -3.200 4.258 -0.855
C -3.006 4.876 -2.595
C -2.616 5.598 0.291
C -2.220 2.752 -0.574
C -1.536 1.745 -0.415
H -5.582 4.828 -0.886
H -5.238 3.693 0.436
H -5.347 3.102 -1.231
H -3.688 5.717 -2.764
H -3.241 4.092 -3.324
H -1.982 5.218 -2.777
H -3.275 6.473 0.226
H -1.601 5.912 0.022
H -2.603 5.253 1.328

Its expectation value of S² is 0.812. The multiplicity is 2. The gap between HOMO and LUMO (alpha / beta) comes out at 0.2255 / 0.2157 Eh. Its charge is 0. The LUMO energy (alpha / beta) comes out at -0.22 / -0.94 eV.

Atomic partial charges in e from the Mulliken method, atoms 1 to 4: number 1, Tl, carries 3.087; number 2, Cl, carries 0.372; number 3, C, carries 0.236; number 4, C, carries -0.645

Which value of charge does entry 2 give?
-1

Look up the charge of the first one.
0

Look up the multiplicity of the second one.
1

Which formula does entry 1 have?
C53H58BFN4O25P2